Record 1
{"formula": "C19H27NO2", "method": "the ωB97M-V functional and the def2-TZVPD basis", "species": ["O", "O", "C", "C", "C", "C", "C", "C", "N", "C", "C", "C", "C", "C", "C", "C", "C", "C", "C", "C", "C", "C", "H", "H", "H", "H", "H", "H", "H", "H", "H", "H", "H", "H", "H", "H", "H", "H", "H", "H", "H", "H", "H", "H", "H", "H", "H", "H", "H"], "xyz": [[1.867, 1.343, -3.217], [-5.185, -1.478, 2.014], [0.233, 0.852, -1.558], [1.366, 0.380, -2.465], [1.661, -0.932, -2.497], [1.079, 0.264, 3.018], [-0.010, 0.057, -0.418], [0.134, -0.674, 2.839], [-2.941, -1.649, 0.760], [2.976, 0.915, -4.166], [-5.257, -2.407, 1.052], [1.010, -1.973, -1.693], [1.143, 1.445, 2.175], [-3.859, -2.747, 0.748], [-3.044, -0.589, -0.286], [0.496, -1.405, -0.269], [-0.537, -2.456, 0.337], [-0.234, 1.775, 1.453], [-2.337, 0.757, 0.156], [-1.555, -1.821, 1.356], [-0.873, 0.527, 0.753], [-1.076, -0.426, 1.914], [-4.425, -1.039, 1.619], [-0.044, 1.935, -1.608], [2.238, -1.364, -3.323], [1.853, 0.133, 3.785], [0.168, -1.650, 3.433], [2.684, 0.166, -4.842], [3.459, 1.722, -4.691], [3.664, 0.421, -3.510], [-5.705, -1.921, 0.137], [-5.626, -3.390, 1.275], [1.728, -2.769, -1.537], [0.288, -2.455, -2.261], [1.443, 2.305, 2.848], [1.903, 1.212, 1.358], [-3.399, -3.457, 1.457], [-3.874, -3.150, -0.254], [-4.144, -0.502, -0.663], [-2.451, -1.146, -1.080], [1.304, -1.224, 0.462], [-1.086, -2.962, -0.399], [-0.027, -3.199, 0.968], [-0.298, 2.655, 0.754], [-0.905, 2.087, 2.245], [-2.413, 1.449, -0.719], [-3.055, 1.110, 0.898], [-1.573, -2.519, 2.172], [-1.823, -0.097, 2.668]], "spin_multiplicity": 1, "smiles": "COC1=CC[C@@H]2C[C@H]3[C@H]4C=CCC[C@@]4(CCN3CCO)C2=C1", "orbital_gap_ev": 8.44, "relative_energy_ev": 5.9696, "charge": 0}

Record 2
{"formula": "C19H27NO4", "method": "the ωB97M-V functional and the def2-TZVPD basis", "species": ["C", "H", "O", "C", "C", "C", "C", "C", "C", "H", "H", "C", "N", "C", "O", "C", "H", "H", "O", "C", "O", "C", "H", "H", "C", "H", "H", "C", "C", "C", "C", "C", "C", "H", "H", "H", "H", "H", "H", "H", "H", "H", "H", "H", "H", "H", "H", "H", "H", "H", "H"], "xyz": [[-5.450, -0.393, -0.839], [-5.876, -1.114, -0.134], [-4.231, -0.848, -1.372], [-3.196, -1.084, -0.519], [-2.017, -1.549, -1.106], [-0.906, -1.813, -0.335], [-0.937, -1.612, 1.044], [-2.108, -1.151, 1.621], [-3.234, -0.891, 0.857], [-4.127, -0.536, 1.346], [-2.152, -0.990, 2.689], [0.286, -1.880, 1.878], [1.475, -1.329, 1.265], [2.534, -2.082, 0.925], [2.673, -3.244, 1.235], [3.626, -1.339, 0.145], [4.425, -1.054, 0.833], [4.019, -2.036, -0.602], [3.204, -0.135, -0.484], [2.422, -0.268, -1.571], [2.024, -1.330, -1.967], [2.107, 1.068, -2.198], [2.171, 0.941, -3.279], [2.840, 1.804, -1.872], [0.683, 1.514, -1.829], [0.357, 2.275, -2.539], [0.016, 0.654, -1.933], [0.574, 2.078, -0.408], [-0.879, 2.053, 0.070], [-0.988, 2.567, 1.502], [-0.435, 3.986, 1.605], [1.009, 4.029, 1.116], [1.109, 3.508, -0.315], [2.149, 3.546, -0.644], [0.526, 4.152, -0.977], [1.387, 5.053, 1.163], [1.632, 3.414, 1.769], [-0.490, 4.335, 2.638], [-1.044, 4.655, 0.993], [-2.031, 2.547, 1.823], [-0.424, 1.908, 2.167], [-1.272, 1.037, 0.012], [-1.482, 2.682, -0.589], [1.171, 1.453, 0.267], [1.420, -0.375, 0.940], [0.465, -2.957, 1.974], [0.159, -1.458, 2.882], [-0.004, -2.172, -0.807], [-1.999, -1.698, -2.174], [-6.121, -0.284, -1.690], [-5.336, 0.577, -0.343]], "spin_multiplicity": 1, "smiles": "COc1ccc(CNC(=O)COC(=O)CCC2CCCCC2)cc1", "orbital_gap_ev": 9.23, "relative_energy_ev": 0.4612, "charge": 0}

Record 3
{"formula": "C19H27O2", "method": "the ωB97M-V functional and the def2-TZVPD basis", "species": ["C", "O", "C", "C", "C", "C", "C", "O", "C", "C", "C", "H", "H", "H", "H", "H", "H", "H", "H", "H", "H", "H", "C", "C", "C", "C", "C", "C", "C", "C", "C", "C", "H", "H", "H", "H", "H", "H", "H", "H", "H", "H", "H", "H", "H", "H", "H", "H"], "xyz": [[-0.511, 5.942, -4.212], [-1.015, 5.402, -2.979], [-0.332, 4.514, -2.231], [-1.012, 4.067, -1.060], [-0.383, 3.144, -0.256], [0.871, 2.640, -0.588], [1.415, 1.507, 0.276], [2.745, 1.181, -0.075], [3.525, 0.590, 1.003], [1.530, 3.059, -1.742], [0.948, 3.995, -2.595], [-1.328, 6.592, -4.519], [0.408, 6.523, -4.051], [-0.330, 5.155, -4.960], [-2.006, 4.531, -0.867], [-0.880, 2.772, 0.640], [1.332, 1.730, 1.350], [4.533, 0.398, 0.584], [3.683, 1.245, 1.894], [3.048, -0.367, 1.321], [2.489, 2.618, -1.988], [1.477, 4.337, -3.505], [0.755, -4.483, 2.937], [-0.024, -3.707, 1.936], [0.543, -3.165, 0.821], [2.048, -3.103, 0.686], [-0.265, -2.573, -0.162], [-1.592, -2.194, 0.134], [-2.264, -1.127, -0.701], [-2.221, -2.714, 1.219], [-3.676, -2.521, 1.470], [-1.470, -3.511, 2.218], [-1.930, -4.518, 2.231], [0.087, -4.930, 3.682], [1.280, -5.324, 2.470], [1.520, -3.930, 3.504], [2.354, -2.422, -0.123], [2.540, -2.707, 1.594], [2.502, -4.083, 0.486], [0.679, 0.724, 0.159], [0.201, -2.203, -1.086], [-1.552, -0.600, -1.355], [-3.060, -1.533, -1.338], [-2.734, -0.345, -0.080], [-4.007, -3.135, 2.315], [-4.010, -1.493, 1.689], [-4.279, -2.853, 0.614], [-1.630, -3.126, 3.238]], "spin_multiplicity": 1, "orbital_gap_ev": 4.43, "relative_energy_ev": 0.0000, "charge": 1}

Record 4
{"formula": "C19H28AsB2F4N6O7S4Se2Zr", "method": "the ωB97M-V functional and the def2-TZVPD basis", "species": ["Zr", "C", "C", "N", "O", "B", "F", "F", "O", "N", "C", "C", "C", "N", "O", "B", "F", "F", "O", "N", "C", "C", "C", "H", "H", "H", "H", "H", "H", "H", "H", "H", "H", "H", "H", "O", "C", "C", "C", "O", "C", "Se", "C", "Se", "H", "H", "H", "H", "H", "H", "H", "H", "H", "H", "S", "As", "S", "S", "S", "N", "C", "O", "C", "C", "C", "N", "C", "C", "H", "H", "H", "H", "H", "H"], "xyz": [[-0.450, -0.197, 0.300], [-1.139, 2.791, -3.270], [-1.248, 1.828, -2.137], [-0.238, 1.281, -1.571], [0.978, 1.651, -2.067], [1.710, 2.632, -1.208], [2.985, 2.746, -1.738], [1.008, 3.854, -1.225], [1.867, 2.197, 0.204], [0.684, 1.857, 0.786], [0.304, 2.654, 1.712], [1.146, 3.805, 2.135], [-1.024, 2.374, 2.286], [-1.610, 1.355, 1.792], [-2.853, 1.081, 2.277], [-3.925, 1.263, 1.247], [-5.108, 0.860, 1.807], [-3.931, 2.607, 0.835], [-3.672, 0.391, 0.053], [-2.492, 0.726, -0.537], [-2.558, 1.470, -1.568], [-3.828, 1.947, -2.181], [-1.609, 3.243, 3.344], [-0.193, 3.317, -3.218], [-1.963, 3.501, -3.253], [-1.182, 2.241, -4.215], [1.354, 4.435, 1.271], [2.105, 3.417, 2.488], [0.678, 4.386, 2.924], [-4.665, 1.424, -1.730], [-3.807, 1.774, -3.258], [-3.955, 3.016, -2.003], [-1.008, 3.155, 4.253], [-2.626, 2.932, 3.551], [-1.600, 4.287, 3.029], [0.223, -2.339, 0.807], [0.008, -3.577, 0.140], [-1.477, -3.897, 0.092], [-1.558, -5.401, -0.225], [-2.871, -5.878, -0.479], [-2.083, -3.665, 1.477], [-2.510, -1.790, 1.942], [-2.246, -3.108, -1.000], [-1.256, -1.668, -1.902], [1.094, -2.446, 1.329], [0.539, -4.339, 0.718], [0.427, -3.537, -0.867], [-1.087, -5.970, 0.584], [-0.993, -5.592, -1.140], [-3.373, -5.870, 0.340], [-1.433, -4.033, 2.271], [-3.047, -4.172, 1.557], [-3.164, -2.681, -0.593], [-2.553, -3.784, -1.795], [2.864, -3.110, 1.969], [2.666, -1.903, 3.732], [0.462, -0.397, 2.920], [-1.164, -1.459, 3.650], [3.981, -0.263, 3.660], [5.858, 1.272, -2.131], [5.711, -0.072, -1.997], [6.555, -0.884, -2.317], [4.361, -0.416, -1.429], [4.085, -0.241, -0.091], [2.767, -0.311, 0.323], [1.747, -0.529, -0.512], [2.045, -0.834, -1.787], [3.325, -0.791, -2.279], [6.732, 1.631, -2.472], [5.120, 1.902, -1.857], [4.837, -0.004, 0.650], [2.552, -0.100, 1.361], [1.216, -1.064, -2.437], [3.505, -0.982, -3.329]], "spin_multiplicity": 1, "orbital_gap_ev": 5.63, "relative_energy_ev": 0.0000, "charge": -1}

Record 5
{"formula": "C19H28BF4O2Sc", "method": "the ωB97M-V functional and the def2-TZVPD basis", "species": ["O", "C", "C", "H", "H", "C", "H", "H", "C", "H", "H", "H", "C", "H", "H", "H", "Sc", "C", "C", "C", "H", "C", "C", "H", "H", "H", "H", "C", "C", "C", "H", "C", "C", "H", "H", "H", "H", "O", "C", "C", "H", "H", "C", "H", "H", "C", "H", "H", "H", "H", "F", "B", "F", "F", "F"], "xyz": [[-0.622, -0.661, 0.470], [-1.423, -0.665, 1.713], [-2.395, -1.698, 1.114], [-1.831, 0.319, 1.995], [-0.794, -1.091, 2.513], [-1.271, -1.881, 0.033], [-3.271, -1.276, 0.596], [-2.629, -2.587, 1.707], [-1.818, -1.886, -1.370], [-1.984, -0.897, -1.792], [-2.809, -2.366, -1.309], [-1.214, -2.544, -2.021], [-0.387, -3.091, 0.299], [-0.248, -3.243, 1.376], [0.609, -2.987, -0.146], [-0.862, -3.979, -0.123], [1.788, 0.318, -0.210], [3.908, -1.052, 0.864], [3.821, 0.134, 1.657], [2.644, 0.046, 2.454], [4.605, 0.872, 1.727], [2.007, -1.187, 2.158], [2.766, -1.849, 1.135], [2.575, -2.843, 0.727], [4.783, -1.352, 0.280], [2.361, 0.750, 3.234], [1.195, -1.637, 2.717], [3.657, 0.099, -1.748], [2.893, -1.100, -1.874], [1.603, -0.761, -2.349], [3.265, -2.106, -1.691], [1.580, 0.653, -2.571], [2.855, 1.182, -2.160], [3.161, 2.219, -2.157], [4.701, 0.156, -1.463], [0.807, -1.466, -2.565], [0.759, 1.219, -3.010], [-2.687, 1.077, -0.439], [-4.034, 0.624, -0.942], [-5.111, 1.399, -0.164], [-4.209, -0.475, -0.843], [-4.177, 0.864, -2.040], [-4.399, 2.659, 0.371], [-5.487, 0.852, 0.712], [-5.964, 1.660, -0.793], [-2.878, 2.421, 0.136], [-4.674, 2.792, 1.428], [-4.702, 3.567, -0.190], [-2.275, 2.531, 1.060], [-2.542, 3.172, -0.599], [2.212, 2.085, 0.410], [3.945, 3.211, 0.428], [3.783, 3.557, 1.716], [4.852, 2.239, 0.123], [3.558, 4.006, -0.588]], "spin_multiplicity": 1, "orbital_gap_ev": 7.92, "relative_energy_ev": 1.1159, "charge": 0}

Record 6
{"formula": "C19H28BN8O2SeV", "method": "the ωB97M-V functional and the def2-TZVPD basis", "species": ["V", "C", "C", "C", "C", "C", "N", "N", "B", "N", "N", "C", "C", "C", "C", "C", "N", "N", "C", "C", "C", "C", "C", "H", "H", "H", "H", "H", "H", "H", "H", "H", "H", "H", "H", "H", "H", "H", "H", "H", "H", "H", "H", "H", "H", "N", "C", "C", "C", "O", "O", "H", "H", "H", "H", "H", "H", "Se", "C", "N"], "xyz": [[-0.030, 1.246, -0.386], [-3.003, 1.425, 2.101], [-2.287, 0.101, 1.998], [-2.637, -1.161, 2.486], [-1.652, -2.005, 2.016], [-1.497, -3.460, 2.217], [-0.772, -1.262, 1.337], [-1.144, 0.036, 1.315], [0.389, -1.819, 0.488], [1.671, -1.033, 0.804], [1.769, 0.289, 0.499], [3.043, 0.642, 0.761], [3.500, 2.077, 0.514], [3.769, -0.444, 1.279], [2.867, -1.490, 1.263], [3.078, -2.912, 1.598], [-0.001, -1.797, -0.961], [-0.362, -0.616, -1.491], [-0.944, -0.809, -2.675], [-1.548, 0.285, -3.480], [-0.902, -2.204, -2.937], [-0.325, -2.774, -1.819], [0.045, -4.240, -1.601], [-3.120, 1.785, 3.124], [-4.004, 1.384, 1.688], [-2.480, 2.127, 1.503], [-3.480, -1.428, 3.076], [-2.014, -3.795, 3.150], [-0.493, -3.847, 2.253], [-2.037, -3.950, 1.426], [0.605, -2.959, 0.821], [3.698, 2.225, -0.557], [4.397, 2.349, 1.088], [2.690, 2.813, 0.756], [4.824, -0.485, 1.517], [3.973, -3.052, 2.118], [3.051, -3.510, 0.706], [2.306, -3.267, 2.305], [-2.225, 0.896, -2.867], [-2.095, -0.058, -4.354], [-0.775, 0.938, -3.873], [-1.162, -2.676, -3.856], [-0.216, -4.791, -2.504], [-0.531, -4.701, -0.793], [1.127, -4.344, -1.433], [0.298, 3.301, 0.566], [-0.786, 4.330, 0.485], [-1.495, 4.277, -0.911], [-2.429, 3.035, -1.155], [-3.579, 3.252, -1.532], [-1.927, 1.862, -0.879], [0.639, 3.271, 1.533], [1.065, 3.648, -0.046], [-0.332, 5.315, 0.667], [-1.537, 4.185, 1.282], [-0.676, 4.233, -1.611], [-2.105, 5.127, -1.171], [1.513, 2.605, -2.307], [2.769, 1.340, -2.661], [3.514, 0.488, -2.882]], "spin_multiplicity": 4, "orbital_gap_ev": [6.60, 7.65], "relative_energy_ev": 0.0000, "charge": -1}

Record 7
{"formula": "C19H28BiIO2", "method": "the ωB97M-V functional and the def2-TZVPD basis", "species": ["O", "C", "C", "H", "H", "C", "H", "H", "C", "H", "H", "H", "C", "H", "H", "H", "Bi", "C", "C", "C", "H", "C", "C", "H", "H", "H", "H", "C", "C", "C", "H", "C", "C", "H", "H", "H", "H", "O", "C", "C", "H", "H", "C", "H", "H", "C", "H", "H", "H", "H", "I"], "xyz": [[-3.025, 1.142, -0.707], [-4.153, 0.287, -1.264], [-4.991, 1.357, -1.865], [-4.606, -0.307, -0.445], [-3.755, -0.378, -2.036], [-3.816, 2.193, -1.333], [-5.975, 1.454, -1.369], [-5.017, 1.271, -2.964], [-4.336, 3.187, -0.318], [-4.878, 2.640, 0.465], [-5.031, 3.890, -0.820], [-3.509, 3.759, 0.119], [-3.022, 2.825, -2.462], [-2.635, 2.046, -3.140], [-2.162, 3.382, -2.067], [-3.675, 3.527, -3.023], [2.133, -1.426, 1.291], [5.148, -1.698, -0.137], [4.548, -2.900, 0.273], [3.262, -2.993, -0.359], [4.993, -3.677, 0.908], [3.102, -1.803, -1.180], [4.280, -1.021, -1.020], [4.485, -0.088, -1.547], [6.147, -1.344, 0.150], [2.601, -3.866, -0.384], [2.289, -1.621, -1.886], [4.567, -0.157, 3.426], [4.475, 0.848, 2.421], [3.124, 1.246, 2.301], [5.315, 1.281, 1.874], [2.347, 0.455, 3.229], [3.270, -0.406, 3.932], [3.001, -1.093, 4.734], [5.489, -0.619, 3.781], [2.730, 2.057, 1.683], [1.312, 0.645, 3.510], [-1.053, -0.439, 0.916], [-0.446, 0.232, -0.239], [-1.056, -0.420, -1.525], [0.693, 0.138, -0.279], [-0.701, 1.309, -0.177], [-2.109, -1.346, -0.900], [-0.345, -1.111, -2.001], [-1.462, 0.359, -2.191], [-1.408, -1.774, 0.358], [-2.592, -2.091, -1.561], [-2.783, -0.684, -0.321], [-0.530, -2.375, 0.036], [-2.096, -2.323, 1.019], [1.859, -3.568, 3.095]], "spin_multiplicity": 1, "orbital_gap_ev": 5.52, "charge": 0}

Record 8
{"formula": "C19H28BrCeN2O5S4SeSi", "method": "the ωB97M-V functional and the def2-TZVPD basis", "species": ["Ce", "C", "C", "S", "C", "C", "S", "C", "C", "S", "H", "H", "H", "H", "H", "H", "H", "H", "H", "H", "H", "H", "O", "C", "C", "C", "N", "C", "Br", "C", "H", "H", "H", "H", "C", "Si", "C", "C", "C", "C", "C", "C", "N", "C", "S", "H", "H", "H", "H", "H", "H", "H", "H", "H", "H", "H", "H", "O", "Se", "O", "O", "O"], "xyz": [[0.312, 0.901, 0.042], [1.744, -3.058, -0.829], [2.305, -2.597, 0.508], [1.130, -1.759, 1.604], [-0.104, -3.068, 1.853], [-1.534, -2.581, 1.682], [-1.883, -1.673, 0.154], [-1.522, -2.925, -1.114], [-0.629, -2.421, -2.237], [0.960, -1.706, -1.754], [2.563, -3.443, -1.437], [1.023, -3.866, -0.715], [2.731, -3.440, 1.053], [3.090, -1.859, 0.360], [0.118, -3.879, 1.163], [0.021, -3.457, 2.863], [-2.227, -3.420, 1.750], [-1.800, -1.881, 2.475], [-1.089, -3.790, -0.615], [-2.475, -3.241, -1.539], [-0.440, -3.227, -2.946], [-1.112, -1.608, -2.784], [-0.827, 5.914, 4.149], [-0.818, 5.012, 3.164], [-0.541, 5.326, 1.832], [-0.541, 4.313, 0.902], [-0.823, 3.040, 1.213], [-1.080, 2.782, 2.483], [-1.461, 0.946, 2.832], [-1.099, 3.690, 3.508], [-0.617, 6.796, 3.819], [-0.306, 6.339, 1.533], [-0.301, 4.511, -0.134], [-1.306, 3.413, 4.530], [-1.767, 0.331, -5.634], [-2.570, 1.873, -4.938], [-4.264, 2.059, -5.715], [-1.534, 3.400, -5.222], [-2.858, 1.750, -3.058], [-4.106, 2.010, -2.510], [-4.318, 1.969, -1.132], [-3.259, 1.641, -0.325], [-2.042, 1.378, -0.817], [-1.834, 1.452, -2.140], [-0.176, 1.167, -2.639], [-2.020, 0.246, -6.692], [-2.127, -0.572, -5.134], [-0.682, 0.356, -5.541], [-4.183, 1.916, -6.794], [-4.691, 3.050, -5.550], [-4.973, 1.317, -5.342], [-1.333, 3.564, -6.282], [-0.575, 3.310, -4.708], [-2.046, 4.283, -4.834], [-4.936, 2.248, -3.164], [-5.287, 2.178, -0.702], [-3.369, 1.571, 0.750], [1.407, 1.375, 2.072], [2.585, 1.782, 0.971], [3.976, 2.298, 1.516], [2.571, 0.388, 0.051], [1.713, 2.778, -0.031]], "spin_multiplicity": 1, "orbital_gap_ev": [6.32, 6.32], "relative_energy_ev": 0.4599, "charge": 1}